Entry 1:
Below is a 2-piece molecular cluster, C5N4O3 overall, with properties calculated with ωB97M-V with the def2-TZVPD basis set.

```
12
Properties=species:S:1:pos:R:3
C -1.48903 0.31696 2.04658
C 1.43080 -1.45836 -0.47636
C -0.98447 1.46147 1.37658
C 0.55191 -1.02354 -1.46518
C 0.99723 0.21955 -1.76996
N -1.85661 -0.61300 2.59472
N 2.15973 -1.97342 0.22688
N -0.48308 2.50424 1.53354
N -0.56667 -1.68893 -2.13663
O -0.04752 3.57202 1.40439
O -1.10808 -2.61782 -1.61693
O 1.39580 1.30084 -1.71763
```

Results
* relative energy (zero: lowest compared OMol25 entry of this formula, charge and spin): 1.7 kcal/mol
* highest occupied orbital energy (alpha / beta): -10.20 / -10.20 eV
* orbital gap (alpha / beta): 8.90 / 8.90 eV
* total energy: -17279.3622 eV
* SMILES string: N#CC#[N+][O-].N#CC(=C=O)N=O
* lowest unoccupied orbital energy (alpha / beta): -0.04770 / -0.04769 Ha

***

Entry 2:
Below is a 15-piece molecular cluster, C60H120O15 overall, with properties calculated with ωB97M-V with the def2-TZVPD basis set.

```
195
Properties=species:S:1:pos:R:3
C 13.59792 10.89440 12.05757
C 14.82807 9.98644 12.12014
C 15.77754 10.64831 11.15243
O 15.30371 11.96881 10.92932
C 13.93174 11.90978 10.91271
H 13.51177 11.43204 13.01536
H 12.69954 10.28604 11.88354
H 14.51714 8.96485 11.83382
H 15.17338 9.98917 13.13220
H 15.80813 10.17641 10.16982
H 16.81056 10.63757 11.48411
H 13.63997 11.44543 9.98630
H 13.45635 12.86286 11.07002
C 10.90215 13.29952 12.24300
C 9.60269 12.86695 11.61484
C 9.01762 12.00342 12.70268
O 9.34269 12.69433 13.92709
C 10.54976 13.46350 13.70302
H 11.26415 14.19823 11.81013
H 11.64461 12.49090 12.17044
H 9.63985 12.38510 10.63694
H 8.98995 13.80537 11.55703
H 9.48118 11.00768 12.63835
H 7.92320 11.86544 12.70165
H 11.35430 13.01298 14.31760
H 10.37992 14.47924 14.07276
C 15.51871 19.86288 17.90658
C 15.55355 18.36428 17.79218
C 14.26024 18.07471 16.86414
O 14.05656 19.33960 16.14651
C 14.96205 20.34111 16.61391
H 16.51134 20.23270 18.17194
H 14.84541 20.06751 18.72977
H 15.46523 17.83044 18.74179
H 16.46929 18.06035 17.26589
H 13.35806 17.82309 17.45914
H 14.34828 17.20880 16.14411
H 14.33694 21.24204 16.74152
H 15.72980 20.58025 15.86197
C 15.76625 14.74465 22.28606
C 17.18067 15.24083 21.91198
C 17.22944 15.04076 20.39122
O 16.07511 14.35894 19.98880
C 15.07859 14.70643 20.94616
H 15.25602 15.42466 22.98377
H 15.75367 13.77205 22.77314
H 17.84611 14.53410 22.43176
H 17.35168 16.27383 22.18648
H 18.09189 14.42605 20.08263
H 17.23471 16.00989 19.86593
H 14.30681 13.91882 20.96766
H 14.55047 15.59922 20.68674
C 11.06096 8.90390 15.18279
C 10.15470 10.01531 15.79291
C 11.15985 11.00966 16.36045
O 12.22087 11.01699 15.46594
C 12.45310 9.57166 15.26211
H 10.76160 8.65024 14.17989
H 11.08332 7.93783 15.68842
H 9.46635 9.61553 16.54016
H 9.58612 10.50467 15.00912
H 11.50069 10.64294 17.32203
H 10.79338 12.03648 16.42565
H 13.07950 9.17895 16.07658
H 12.92594 9.43848 14.30238
C 18.90910 13.77962 10.31881
C 17.99284 13.75244 11.50002
C 18.48340 14.95119 12.35205
O 19.38552 15.63837 11.52193
C 20.05480 14.64426 10.80942
H 18.46477 14.35026 9.49693
H 19.15448 12.77747 9.93763
H 18.10822 12.86956 12.10683
H 16.96979 13.81940 11.21415
H 19.04223 14.62274 13.23097
H 17.69554 15.62482 12.64267
H 20.76768 14.09773 11.46280
H 20.61584 15.12016 10.01350
C 14.18516 14.98943 8.94994
C 13.36712 15.64356 10.07022
C 14.38962 16.54041 10.73077
O 15.62359 15.85652 10.61390
C 15.67681 15.36974 9.30163
H 13.96657 15.39198 7.96163
H 14.12448 13.90129 8.98659
H 12.95961 14.88440 10.75570
H 12.51151 16.13062 9.59580
H 14.18714 16.75493 11.81812
H 14.49105 17.54077 10.28905
H 16.26800 14.45768 9.32687
H 16.03331 16.10873 8.59049
C 19.31007 17.07221 17.44012
C 20.25101 17.03983 16.22603
C 21.44566 16.33296 16.77673
O 21.53814 16.77237 18.13030
C 20.21847 16.89290 18.64446
H 18.68846 16.17902 17.46735
H 18.67792 17.94036 17.55134
H 20.58832 18.06681 15.90371
H 19.75213 16.53935 15.41045
H 22.36396 16.50156 16.23322
H 21.30002 15.23636 16.76039
H 20.17636 17.77566 19.30726
H 19.97745 15.98714 19.20608
C 18.21997 9.20584 16.09267
C 17.14115 9.42885 15.02477
C 17.84908 8.82444 13.78616
O 18.52094 7.65250 14.29134
C 19.05071 7.98670 15.56144
H 17.76459 8.99586 17.07158
H 18.88224 10.06359 16.06786
H 16.92881 10.48084 14.90714
H 16.30431 8.78842 15.24632
H 18.57259 9.47551 13.28360
H 17.16512 8.45587 13.00710
H 20.11877 8.23580 15.49755
H 18.91377 7.12567 16.24063
C 11.33477 17.46263 14.54776
C 11.09529 18.97066 14.22245
C 11.73403 19.06391 12.83793
O 11.91036 17.70992 12.40769
C 11.35980 16.74870 13.25920
H 10.55516 17.17422 15.24515
H 12.28495 17.42308 15.11011
H 11.60013 19.59774 14.93448
H 10.03418 19.25804 14.29044
H 12.70817 19.53015 12.88492
H 11.14008 19.59856 12.06728
H 12.05489 15.88698 13.41851
H 10.36733 16.37681 12.93388
C 16.25208 10.82265 19.17239
C 15.35572 11.09243 17.97653
C 13.94281 10.58896 18.47300
O 14.13031 10.06670 19.75290
C 15.24208 10.71439 20.34369
H 16.94779 11.65120 19.30873
H 16.82873 9.86449 19.12726
H 15.68633 10.54458 17.14054
H 15.23563 12.14188 17.70866
H 13.56106 9.76502 17.86350
H 13.22554 11.42342 18.55560
H 15.62738 10.03223 21.08935
H 14.98664 11.65279 20.79217
C 15.11360 15.17858 14.19774
C 14.50877 13.86105 13.57587
C 15.24286 12.72293 14.39292
O 16.41579 13.36054 14.84242
C 16.09902 14.66972 15.30310
H 14.36520 15.88228 14.58160
H 15.63578 15.72084 13.45182
H 14.73787 13.91854 12.51934
H 13.44306 13.79485 13.73553
H 15.59207 11.94301 13.75378
H 14.62644 12.44578 15.21965
H 17.06093 15.19367 15.36528
H 15.71029 14.64216 16.30747
C 17.57610 18.21037 13.91302
C 16.29050 18.68097 13.24444
C 16.63386 20.09575 12.93834
O 17.42090 20.55343 14.06716
C 18.08210 19.45132 14.67414
H 18.35282 17.84606 13.22139
H 17.29727 17.39568 14.60486
H 15.38809 18.55294 13.86017
H 16.11934 18.02422 12.34819
H 15.77486 20.77486 12.95301
H 17.20767 20.26940 12.03684
H 17.74896 19.52328 15.71420
H 19.17196 19.55080 14.57352
C 20.74924 12.64052 16.43765
C 19.37022 13.10090 15.95375
C 18.63184 13.18524 17.29332
O 19.56994 13.58948 18.25858
C 20.77871 12.83832 17.94453
H 21.61301 13.09110 15.97887
H 20.83380 11.58059 16.29495
H 18.98876 12.40244 15.20833
H 19.51902 14.09574 15.55410
H 18.21637 12.22377 17.57264
H 17.86638 13.95228 17.24416
H 20.77736 11.90537 18.50309
H 21.63046 13.42239 18.33469
C 12.73032 14.38453 16.81380
C 11.26698 14.77723 17.05630
C 11.33094 15.79002 18.14356
O 12.66171 15.80276 18.67583
C 13.31528 14.59971 18.25930
H 13.21261 15.02034 16.09471
H 12.77598 13.34915 16.43342
H 10.69231 13.88891 17.30889
H 10.90797 15.17698 16.10397
H 10.67114 15.56873 18.97755
H 11.11933 16.83623 17.75212
H 12.96406 13.72239 18.85419
H 14.39199 14.64348 18.47505
```

Results
* relative energy (zero: lowest compared OMol25 entry of this formula, charge and spin): 19.9 kcal/mol
* highest occupied orbital energy: -9.27 eV
* orbital gap: 9.79 eV
* total energy: -94871.2522 eV
* lowest unoccupied orbital energy: 0.01917 Ha

***

Entry 3:
Below is a 12-piece molecular cluster, C60H123N11O7 overall, with properties calculated with ωB97M-V with the def2-TZVPD basis set.

```
201
Properties=species:S:1:pos:R:3
C -0.80946 8.74288 -8.96632
C 0.35864 8.18433 -8.01945
N 1.39684 7.41612 -8.71974
C 2.16458 6.61093 -7.75883
C 1.31744 5.56123 -6.91503
C 2.28090 8.23062 -9.54127
C 2.88147 7.30148 -10.66345
H -1.62604 9.17816 -8.39027
H -1.19694 7.90296 -9.54294
H -0.41247 9.49295 -9.65034
H 0.98263 8.94020 -7.54258
H -0.18632 7.74427 -7.18431
H 2.76002 5.89943 -8.33095
H 2.95768 7.12239 -7.21340
H 0.64459 4.98921 -7.55391
H 1.92250 4.75970 -6.49130
H 0.91859 6.04889 -6.02552
H 2.99909 8.65468 -8.83951
H 1.79118 9.11885 -9.94042
H 2.14688 6.70921 -11.20905
H 3.87643 6.89790 -10.47562
H 3.19251 7.91008 -11.51255
C -10.86527 6.94726 -0.66825
C -9.96358 6.18339 -1.59355
N -8.58476 5.95260 -1.10438
C -8.47072 5.15155 0.15567
C -9.24537 3.81647 -0.11429
C -7.60083 5.39730 -2.08647
C -7.06848 6.44330 -3.05791
H -11.89684 6.98610 -1.01820
H -10.41234 7.93821 -0.69940
H -10.90541 6.50556 0.32744
H -10.25821 5.16648 -1.85277
H -9.88367 6.55084 -2.61663
H -7.44413 4.87159 0.39195
H -8.94637 5.60790 1.02377
H -8.97671 2.93833 0.47290
H -10.31154 3.63326 0.01916
H -8.91715 3.34389 -1.04006
H -7.96246 4.54577 -2.66286
H -6.76413 4.94000 -1.55836
H -7.42467 7.43141 -2.76659
H -7.35989 6.07639 -4.04207
H -5.98326 6.41732 -2.95930
C 0.83257 -5.80341 -7.76914
C 2.38839 -5.60296 -7.52060
N 3.02876 -4.46723 -8.26029
C 2.91875 -4.55309 -9.70416
C 3.27494 -5.86408 -10.32552
C 2.52173 -3.18056 -7.78093
C 3.10738 -2.95937 -6.31965
H 0.75284 -6.25609 -8.75748
H 0.15054 -4.95365 -7.74013
H 0.49258 -6.43523 -6.94858
H 2.61942 -5.51151 -6.45929
H 2.84801 -6.51883 -7.89213
H 1.86339 -4.52215 -9.97500
H 3.42416 -3.78491 -10.28945
H 3.99857 -6.50314 -9.81948
H 2.49861 -6.62848 -10.29235
H 3.52877 -5.56893 -11.34363
H 1.44363 -3.07772 -7.90429
H 2.96911 -2.38232 -8.37319
H 2.53271 -3.41108 -5.51107
H 3.41304 -1.94166 -6.07687
H 4.11881 -3.35099 -6.21123
C 1.11517 11.32215 3.19694
C -0.16671 10.56198 2.93108
N -0.80359 10.00453 4.18274
C -1.95570 9.15834 3.73910
C -1.53774 7.89103 2.89474
C -1.28248 11.10957 5.02174
C -0.64638 10.88598 6.37299
H 1.29346 11.40334 4.26919
H 0.98687 12.38307 2.98225
H 2.03298 10.90673 2.78085
H -0.91317 11.20349 2.46273
H 0.12486 9.87370 2.13776
H -2.66515 9.78301 3.19636
H -2.43560 8.80970 4.65356
H -0.62429 7.48857 3.33262
H -1.35280 8.17272 1.85814
H -2.32610 7.16488 2.69653
H -1.15403 12.10391 4.59409
H -2.35285 11.20210 5.20569
H -1.12626 10.08468 6.93490
H 0.40161 10.61107 6.25360
H -0.88903 11.82130 6.87737
C 1.02666 -0.98471 1.56224
C 0.88386 -0.63272 0.09139
N -0.46993 -0.22183 -0.23847
C -0.71412 1.17465 -0.03252
C 0.46640 2.21473 -0.43874
C -0.65076 -0.28969 -1.69349
C -0.75655 -1.76981 -2.10798
H 1.94363 -0.53213 1.93964
H 1.02770 -2.06896 1.67409
H 0.21442 -0.48940 2.09426
H 1.65330 0.11653 -0.09484
H 1.16000 -1.49918 -0.50953
H -1.69896 1.52924 -0.33659
H -0.94547 1.35537 1.01720
H 1.19746 2.21488 0.36976
H 0.88902 1.94897 -1.40769
H 0.17233 3.24153 -0.65625
H 0.16182 0.22036 -2.21085
H -1.53207 0.26103 -2.02229
H -1.69741 -2.20240 -1.76776
H 0.03259 -2.42614 -1.74113
H -0.88732 -1.90125 -3.18209
C 6.99791 -2.75551 3.76534
C 6.79139 -3.13706 2.31976
N 7.57079 -4.22126 1.74024
C 9.00618 -4.01881 1.59772
C 9.23699 -3.13605 0.38837
C 7.13739 -5.60975 2.06749
C 5.70132 -5.75049 1.55976
H 6.69022 -1.72972 3.96827
H 8.01683 -2.76782 4.15231
H 6.39162 -3.37898 4.42247
H 5.72917 -3.29139 2.13005
H 6.88760 -2.25442 1.68747
H 9.49440 -3.83323 2.55443
H 9.65145 -4.88518 1.45238
H 10.21331 -3.29819 -0.06838
H 8.47235 -3.24779 -0.38036
H 9.44592 -2.13791 0.77327
H 7.26250 -5.85559 3.12201
H 7.80083 -6.26565 1.50382
H 5.03742 -5.67385 2.42084
H 5.55755 -6.66743 0.98822
H 5.53738 -4.95072 0.83754
O -3.57714 -8.00966 -0.34558
C -2.86817 -8.88373 -0.78086
N -1.72450 -8.56420 -1.45253
C -3.32794 -10.27298 -0.69109
H -1.12930 -9.22157 -1.93597
H -1.74839 -7.58401 -1.69490
H -4.35269 -10.36243 -0.33056
H -2.59628 -10.78736 -0.06805
H -3.24728 -10.59657 -1.72882
O -8.27236 -3.75279 -3.00347
C -7.78914 -3.60350 -1.92452
N -7.12510 -2.49559 -1.58706
C -8.01301 -4.66120 -0.91682
H -6.92006 -1.78631 -2.27625
H -6.79859 -2.29877 -0.65178
H -7.62776 -5.64055 -1.20062
H -9.08596 -4.76015 -0.75219
H -7.68595 -4.41504 0.09340
O 6.55972 4.89211 -1.48821
C 6.94026 3.72430 -1.58672
N 7.63178 3.10927 -0.64338
C 6.47982 2.84773 -2.74060
H 8.13529 2.23399 -0.66477
H 7.68496 3.66474 0.19848
H 7.37313 2.33436 -3.09635
H 6.22510 3.51593 -3.56322
H 5.72376 2.19027 -2.31138
O -5.82096 -2.32022 3.94982
C -4.78166 -2.31343 3.26102
N -4.52268 -1.24191 2.58640
C -3.83966 -3.51516 2.94174
H -3.59082 -1.08893 2.22819
H -5.15965 -0.50339 2.84900
H -3.83730 -3.48442 1.85218
H -4.25080 -4.47057 3.26771
H -2.84280 -3.34571 3.34876
O 3.71460 3.64714 4.95750
C 2.98741 3.79869 5.97913
N 2.16637 4.86151 6.20525
C 3.15564 2.74278 7.02516
H 2.20870 5.63001 5.55126
H 1.54228 4.97261 6.99155
H 2.25120 2.20005 7.29998
H 3.43615 3.16974 7.98803
H 3.88193 2.00106 6.69285
C 1.83517 -7.33286 7.37286
C 2.86034 -7.85966 8.10621
C 2.78710 -9.03792 8.78605
C 1.48337 -9.61176 9.01693
C 0.35537 -8.87821 8.55341
C 0.57646 -7.71701 7.66265
C -1.01009 -9.19647 8.98118
O -2.06308 -8.51852 8.85032
C -1.17268 -10.46614 9.83133
C -2.35958 -10.76266 10.41806
C -2.45266 -11.77721 11.41129
C -1.37403 -12.54661 11.85125
C -0.17712 -12.29550 11.12863
C -0.00185 -11.32973 10.15920
C 1.37810 -10.94847 9.80026
O 2.42156 -11.52666 10.17119
H 2.10872 -6.56707 6.66215
H 3.84914 -7.52301 7.83171
H 3.65195 -9.52215 9.21494
H -0.24375 -7.11966 7.29275
H -3.34866 -10.34342 10.30691
H -3.38780 -11.79586 11.95126
H -1.54887 -13.23437 12.66539
H 0.59880 -12.96648 11.46647
```

Results
* highest occupied orbital energy: -8.06 eV
* orbital gap: 6.75 eV
* total energy: -94930.5208 eV
* SMILES string: O=C1c2ccccc2C(=O)c2ccccc21.CCN(CC)CC.CCN(CC)CC.CCN(CC)CC.CCN(CC)CC.CCN(CC)CC.CCN(CC)CC.CC(N)=O.CC(N)=O.CC(N)=O.CC(N)=O.CC(N)=O
* lowest unoccupied orbital energy: -0.04819 Ha